A structure of composition C27H42AlCl2CsF3N3O10, computed with ωB97M-V/def2-TZVPD.

Orbital gap = 0.978 eV
HOMO = -12.16 eV
Calculated total energy = -93933.6311 eV
F_max = 9.1 eV/A

The geometry in ORCA input format:
```
! wB97M-V def2-TZVPD RIJCOSX def2/J DEFGRID3
* xyz 2 1
H 5.90128 1.78401 -2.94772
N 0.28165 3.74427 -4.76872
H 0.28694 0.27251 -3.66646
C -0.48648 -0.17797 -2.96922
F 7.39676 0.98686 -2.06871
O 1.62367 -3.94522 6.53956
H -4.88836 4.31859 0.45230
C -3.05122 -8.74071 4.67520
H -2.71754 -9.39362 2.57068
H 6.10042 0.25883 -4.84230
C -4.86567 0.78051 1.34890
H 1.61775 2.59812 -3.66072
Al 2.08252 -0.62051 3.65424
H -4.77950 2.70884 2.43597
H -0.38375 -0.07313 2.73995
C 2.75678 -3.26419 7.07676
C -1.83521 -7.49946 3.24899
H 0.30359 5.82128 -4.92357
H 3.96792 1.41634 -5.11267
O 4.85356 3.27706 -5.26200
H -6.27451 3.08750 0.38552
N -0.37946 -1.70587 -2.91066
C -0.30670 5.03562 -4.47129
C -2.61111 -7.60857 5.33678
H -1.30169 -7.06974 2.41725
H 2.67281 -1.43390 5.88061
C 5.70879 3.48686 -4.23259
C 6.14114 1.32670 -5.06372
O -2.91097 -0.86754 1.43495
H -4.87196 0.32510 0.30791
H 4.75008 1.75606 -6.67214
O 0.04745 1.67610 -5.72760
Cs -1.18418 -2.33515 1.01179
H 2.48493 -2.67797 7.95601
Cl 0.24093 6.71849 0.50089
H 2.04333 4.32733 -3.79179
C -1.83834 0.48820 -0.66872
H -0.32646 5.16291 -3.38703
C 0.59866 1.13384 0.84243
H -4.83439 2.89858 -0.74275
N -1.86978 -6.86645 4.45968
O 1.02009 -4.52255 4.44762
C -2.56154 -8.67231 3.35843
H -2.55959 -6.68649 -2.44137
H -3.30239 0.57290 3.04645
H -0.74243 -1.98192 -1.98400
C -0.39939 0.34125 -1.45404
H 1.81599 0.58553 -1.21885
C 1.75777 -3.94134 5.19643
C -4.41501 2.31206 1.41590
H 7.45265 2.34301 -3.67290
C 4.83725 1.87659 -5.59170
O -2.22678 -5.84425 -2.10739
C 0.80110 0.67374 -0.72140
H -1.47629 5.73452 1.75362
O 2.83194 -3.18668 4.79369
C 3.18302 -2.40863 5.92792
H 2.25609 3.23948 -5.18988
C -5.13524 3.21885 0.31063
H -1.03723 -2.14127 -3.57183
F 4.51845 -2.22230 5.92161
H -3.65842 -9.52482 5.10143
H -1.81738 3.64930 0.53513
H 6.93674 1.48829 -5.79724
H -2.01830 6.15327 0.12377
C -1.80488 -0.07112 0.88295
H -2.76312 -7.27484 6.35213
C -1.20646 5.70168 0.69605
C 1.63188 3.46872 -4.32317
C -0.55830 0.28393 1.63218
C 6.38907 2.18940 -3.84791
C -3.82143 -0.05949 2.25670
F 1.41216 -4.04184 8.92586
C -0.95583 4.26826 0.27465
C -0.39337 2.77899 -5.45213
H -1.73780 -5.47528 -2.85262
H -5.92643 0.62503 1.76861
H -1.56093 0.01966 -3.33415
H -1.32291 5.10301 -4.86215
Cl -0.72639 4.11809 -1.48631
O -2.82586 1.01302 -1.19298
H 3.51653 -3.99448 7.36418
H -1.41977 -5.98965 4.67320
O 1.23275 2.06850 1.35905
H -1.40956 3.08622 -5.74531
H -4.47203 -0.81407 2.83586
H -3.26895 2.43225 1.43204
O 5.86409 4.54420 -3.69214
H -0.07725 3.85313 0.76738
*
```